C76H213N15O31 | the ωB97M-V functional and the def2-TZVPD basis

Results
Frontier orbital gap: 8.376 eV
Calculated total energy: -168073.9983 eV

```
335
Properties=species:S:1:pos:R:3:forces:R:3
C 3.79079 -5.16589 3.13091 1.9 1.1 0.5
C 3.92749 -4.15810 4.35659 -0.2 -1.3 -2.0
C 4.24516 -2.68909 4.14111 1.3 -0.7 0.2
O 5.55910 -2.53177 3.53006 -0.3 -0.8 1.5
C 6.67463 -3.12840 4.24310 0.2 1.1 -0.2
N 2.64512 -4.32341 4.97544 -0.8 0.1 1.5
H 3.75534 -6.14087 3.61698 -0.6 -0.2 -0.3
H 4.71147 -5.22067 2.55001 0.1 0.3 -0.1
H 2.99656 -4.95642 2.41438 -0.3 0.0 0.4
H 4.66414 -4.60017 5.02743 0.6 0.2 -0.2
H 4.25334 -2.23132 5.13029 0.2 0.2 0.3
H 3.47828 -2.13449 3.60038 0.3 -0.2 -0.6
H 6.73923 -4.21199 4.34188 -0.6 -0.1 -0.4
H 6.81757 -2.69809 5.23431 -0.6 0.1 0.3
H 7.57472 -2.78944 3.73023 -0.2 -0.1 -0.4
H 2.56362 -5.32759 5.04667 -0.6 -0.4 -0.2
H 2.78213 -4.11379 5.95390 -0.4 0.7 0.5
C -1.04507 4.36479 -5.91878 -1.0 0.1 0.3
C 0.38086 4.50744 -5.45992 -0.2 -1.1 0.9
C 0.59426 4.90014 -3.97166 -0.9 1.0 -0.1
O 1.97440 4.92237 -3.62840 0.5 0.3 0.3
C 2.33470 5.53462 -2.36993 -1.0 0.0 -1.0
N 0.94822 3.17259 -5.68954 1.3 0.8 -0.2
H -1.55130 3.54107 -5.41549 0.0 0.2 0.6
H -1.08398 3.99403 -6.94304 0.3 0.5 -0.2
H -1.63420 5.27602 -5.81544 -0.1 0.0 0.0
H 0.80976 5.29986 -6.07328 0.7 -0.3 -0.1
H 0.02185 4.26597 -3.29470 0.1 -0.8 0.0
H 0.11816 5.86350 -3.78897 0.3 0.5 -0.1
H 3.41315 5.46948 -2.22570 -0.1 -0.5 0.0
H 1.74243 5.09137 -1.56940 0.3 -0.3 0.3
H 2.09506 6.59787 -2.35621 -0.2 0.2 -0.3
H 0.42530 2.44578 -5.22220 -0.4 0.1 0.2
H 1.82932 3.20540 -5.19692 0.3 -0.5 -0.5
C 3.34705 -4.22828 -3.19701 -1.3 0.1 -0.1
C 3.55914 -3.48231 -1.92797 -1.2 0.7 0.3
C 2.41166 -3.53233 -0.91663 -0.9 0.2 -0.1
O 2.63738 -2.75134 0.30606 -0.8 -0.4 -0.9
C 1.42631 -2.50624 1.04516 0.5 0.2 0.0
N 4.69671 -3.98563 -1.33170 2.6 0.1 1.7
H 4.28254 -4.28589 -3.75348 -0.2 0.3 -0.1
H 2.50747 -3.77640 -3.72520 0.1 -0.3 -0.6
H 3.06716 -5.24186 -2.90989 -0.1 -0.3 -0.2
H 3.75854 -2.41524 -2.02645 -0.1 0.3 -0.8
H 2.27447 -4.55653 -0.56979 -0.3 -0.3 -0.3
H 1.54690 -3.16646 -1.47019 -0.6 0.1 0.5
H 1.68896 -1.93344 1.93455 0.3 0.5 -0.2
H 0.93111 -3.36125 1.50541 0.1 -0.7 -0.6
H 0.71295 -1.94536 0.44132 0.0 -0.1 0.0
H 4.60551 -4.94477 -1.02864 -0.2 -0.2 0.1
H 4.62700 -3.38507 -0.52264 2.0 -0.6 1.0
C 6.61982 1.51228 8.89088 -0.8 0.5 -1.2
C 5.13512 1.43707 8.40346 1.2 -0.2 0.5
C 4.82548 1.04898 6.95891 0.5 1.2 -0.9
O 5.45478 1.90503 5.98862 1.0 0.5 3.1
C 5.28566 1.52297 4.68302 -0.8 -0.1 0.2
N 4.44695 0.49648 9.28068 -1.0 0.4 -0.3
H 7.05027 0.51100 8.87459 0.2 0.1 0.0
H 6.63054 1.91315 9.90443 0.0 -0.2 0.1
H 7.20067 2.19643 8.27228 0.2 -0.1 -0.1
H 4.68148 2.41991 8.53131 0.0 0.1 0.2
H 3.76138 1.25490 6.84308 -0.4 -0.7 0.0
H 5.09453 0.02007 6.72007 -0.1 -0.4 0.1
H 5.76273 0.55518 4.52843 0.3 -0.1 -0.6
H 5.66941 2.36475 4.10661 0.0 -0.5 -0.5
H 4.20659 1.40804 4.58062 -0.3 -0.1 -1.0
H 4.80239 -0.44223 9.16850 0.2 0.0 0.2
H 4.58358 0.81998 10.22767 -0.1 -0.4 0.2
C 5.18134 5.26829 0.80332 -2.3 1.5 0.0
C 6.57245 5.09128 0.29716 0.3 -0.2 0.3
C 7.19598 6.30761 -0.36344 1.5 1.3 -0.6
O 7.70320 7.34741 0.53368 -1.9 -0.6 0.1
C 8.17629 8.52283 -0.09081 0.9 -0.6 -0.1
N 7.37716 4.59945 1.39053 0.9 -0.5 0.8
H 4.99362 6.23227 1.27617 0.7 0.2 0.5
H 4.75040 4.54876 1.49949 0.7 -0.5 0.0
H 4.42406 5.36918 0.02584 0.1 -0.5 -0.7
H 6.54630 4.24887 -0.39403 -0.1 0.5 -1.0
H 6.59226 6.73469 -1.16420 -0.7 0.2 0.3
H 8.09966 6.06242 -0.92141 0.2 -0.9 -0.1
H 9.14173 8.28693 -0.53845 0.4 0.1 -0.1
H 8.33175 9.27089 0.68658 -0.1 -0.1 -0.1
H 7.61683 8.95101 -0.92253 -0.8 -0.2 0.2
H 7.35136 3.59541 1.28413 0.0 -0.4 0.7
H 8.35849 4.80684 1.27193 0.2 0.4 0.0
C 4.49768 0.25768 1.44881 0.4 1.3 0.1
C 5.61437 -0.47734 0.72696 0.8 -0.7 1.2
C 7.08473 -0.13724 1.27440 -2.3 0.3 -1.8
O 7.34935 1.27592 0.96186 0.4 -1.1 -1.2
C 7.45001 1.52458 -0.51667 0.4 -0.2 1.6
N 5.30902 -1.88002 0.92013 0.8 -1.0 -0.6
H 4.33069 -0.07990 2.47168 0.4 -0.5 0.1
H 3.53911 0.10433 0.95308 0.1 0.3 -0.3
H 4.75581 1.30722 1.59005 -0.4 0.4 -0.4
H 5.68951 -0.28758 -0.34376 -0.6 0.2 0.0
H 7.79186 -0.79535 0.76945 0.1 0.1 -0.2
H 7.08818 -0.43890 2.32182 0.3 1.0 0.3
H 6.48291 1.41185 -1.00667 0.1 0.4 0.1
H 8.18151 0.92800 -1.06174 0.0 -0.8 0.5
H 7.90959 2.50761 -0.61933 -0.6 0.3 0.2
H 5.43051 -2.14952 1.88590 0.4 0.2 -0.1
H 4.32884 -2.07153 0.76959 -0.2 0.3 -0.3
C -2.17765 0.18410 6.03719 0.1 0.4 -1.0
C -1.06565 1.14673 5.56452 0.3 -1.1 -0.4
C -0.80910 1.15923 4.03772 -0.4 0.2 -0.3
O 0.19392 2.07663 3.58685 0.1 0.2 0.4
C 1.56710 1.73841 3.82229 -0.7 -0.2 -0.1
N -1.41647 2.50438 5.99961 0.7 -0.2 -0.5
H -3.09500 0.56033 5.58441 -0.3 0.1 0.4
H -2.22348 0.19928 7.12612 -0.2 0.1 -0.1
H -2.11367 -0.84800 5.69257 0.5 -0.1 0.0
H -0.12359 0.77904 5.97124 0.3 0.2 0.5
H -1.71801 1.48852 3.53419 -0.2 0.2 0.0
H -0.61307 0.18685 3.58590 0.2 -0.5 0.5
H 2.17671 2.54414 3.41330 -0.1 0.0 0.2
H 1.83780 0.81020 3.31905 -0.1 -0.2 -0.2
H 1.77981 1.59362 4.88148 0.0 0.2 0.2
H -0.97204 3.06239 5.28461 -0.1 0.7 -0.1
H -0.86564 2.72233 6.81765 -0.1 0.1 0.4
C -6.52402 0.40392 -0.59735 0.9 -1.2 0.9
C -7.03879 -0.91817 -1.18959 0.5 0.0 1.1
C -7.27894 -2.01813 -0.04831 0.0 1.0 -1.6
O -6.09184 -2.52136 0.55887 0.0 -0.7 -1.3
C -5.42617 -3.48697 -0.30633 -1.0 -0.8 0.0
N -8.21515 -0.53220 -1.93735 -0.7 0.4 0.7
H -7.18013 0.78750 0.18398 -0.8 0.3 -0.5
H -6.23643 1.14749 -1.34065 -0.2 0.0 0.1
H -5.69349 0.15535 0.06334 0.7 0.0 -0.4
H -6.30850 -1.29123 -1.90765 0.3 -0.3 0.1
H -7.89442 -2.75540 -0.56379 0.3 -0.8 0.0
H -7.95013 -1.65498 0.72998 0.3 0.4 0.2
H -4.51400 -3.92328 0.10068 0.3 1.2 0.2
H -5.37702 -3.19078 -1.35417 0.6 0.6 0.2
H -5.99159 -4.41501 -0.39075 -0.9 -0.1 0.3
H -8.62449 0.12070 -1.28446 -0.8 0.4 -0.4
H -8.93163 -1.22534 -2.09954 0.1 -0.6 0.0
C -6.74803 0.37465 -6.72710 1.3 1.0 -0.7
C -6.47446 -0.19979 -5.37916 0.3 1.8 0.0
C -5.98128 0.89914 -4.38288 1.3 -0.7 0.0
O -4.69497 1.37788 -4.79308 0.5 0.4 0.4
C -3.82555 1.82218 -3.73275 -0.3 0.0 0.1
N -7.67881 -0.81720 -4.93563 -0.1 -1.0 1.2
H -5.95458 1.10698 -6.87621 0.2 0.0 -0.5
H -7.66075 0.96785 -6.78343 -0.3 -0.4 0.0
H -6.65426 -0.38630 -7.50186 -0.4 0.1 -0.1
H -5.63776 -0.89038 -5.48455 -0.1 -0.4 0.2
H -5.74918 0.41371 -3.43495 -0.7 -0.1 0.4
H -6.64998 1.74871 -4.24444 -0.4 -0.1 0.0
H -3.88439 1.25260 -2.80528 -0.4 -0.6 0.0
H -4.04012 2.84242 -3.41468 0.0 0.3 -0.4
H -2.77931 1.72472 -4.02253 -0.1 0.2 -0.5
H -7.61165 -0.84954 -3.92838 -0.5 -0.2 0.4
H -8.48120 -0.23011 -5.11339 -0.1 0.1 -0.2
C -1.54833 -3.30048 3.91026 -0.7 0.9 -0.1
C -0.93173 -4.50764 4.50996 -0.6 -1.3 0.5
C -1.94314 -5.57707 4.92865 0.2 0.0 -0.2
O -1.27450 -6.58222 5.66962 0.5 0.1 0.8
C -2.10647 -7.56769 6.23533 -0.6 0.4 0.7
N -0.02631 -5.00158 3.48726 1.2 0.1 0.4
H -1.90365 -3.58097 2.91870 -0.3 0.5 0.1
H -0.79811 -2.51620 3.80936 0.2 0.0 -0.3
H -2.33404 -2.84684 4.51439 -0.3 -0.2 -0.1
H -0.38783 -4.19823 5.40245 0.1 -0.2 0.4
H -2.39047 -6.12047 4.09635 -0.3 0.5 -0.5
H -2.72528 -5.04505 5.47024 -0.3 -0.3 0.5
H -1.57207 -8.24591 6.90057 0.7 -0.3 -0.9
H -2.72460 -8.06518 5.48799 0.2 -0.4 -0.2
H -2.79872 -7.18006 6.98275 -0.4 0.8 -0.2
H 0.46393 -5.81609 3.82836 -0.5 -1.0 0.1
H 0.74249 -4.38359 3.70438 0.8 0.7 -1.0
C -1.56517 1.24450 -6.78101 0.2 0.7 -1.2
C -2.14614 -0.08402 -7.09558 -0.6 -1.1 -0.9
C -1.05190 -1.07396 -7.65755 -0.5 0.2 2.2
O -0.27355 -0.55738 -8.68367 0.2 -0.3 -1.7
C -0.99327 -0.45256 -9.92204 -0.8 1.2 1.1
N -2.91994 -0.57737 -5.97270 1.0 -1.4 0.8
H -2.32948 1.96744 -6.49594 -0.1 -0.1 0.0
H -1.10894 1.56472 -7.71771 0.4 0.6 0.2
H -0.79282 1.21246 -6.01253 -0.1 -0.3 0.0
H -2.89834 -0.10301 -7.88421 0.0 0.9 -0.5
H -1.52246 -2.03074 -7.88398 -0.2 -0.1 -0.4
H -0.33841 -1.28638 -6.86136 0.1 0.0 0.3
H -1.57321 -1.33393 -10.19581 0.5 -0.5 -0.1
H -0.39142 -0.04040 -10.73196 0.4 -0.5 0.3
H -1.75786 0.29854 -9.72363 -0.3 0.3 -0.4
H -2.25864 -0.54520 -5.20998 0.2 -0.6 0.7
H -3.57934 0.11189 -5.64072 -0.4 0.3 -0.6
C 5.35196 2.95198 -3.19137 1.0 0.0 0.9
C 5.25202 3.57367 -4.57009 0.4 -0.6 -1.1
C 6.25238 2.98577 -5.65375 0.4 0.7 1.9
O 7.59995 3.14051 -5.19823 0.0 1.1 0.3
C 8.55270 2.71651 -6.12986 0.2 -0.9 0.3
N 3.92729 3.27690 -5.06633 -0.3 -0.2 -0.3
H 6.34479 2.87898 -2.74748 0.3 0.1 -0.4
H 4.92702 1.94843 -3.17104 0.0 -0.1 -0.2
H 4.81157 3.54285 -2.45181 -0.4 0.1 -0.1
H 5.23534 4.66161 -4.50519 0.9 0.1 -0.1
H 6.17205 3.47410 -6.62492 -0.5 0.0 0.0
H 6.07813 1.91066 -5.69712 -0.4 -0.2 -0.4
H 9.56451 2.77927 -5.72937 -0.2 0.1 0.5
H 8.62711 3.26716 -7.06760 -0.7 0.2 -0.2
H 8.34101 1.65978 -6.29292 0.3 -0.2 -0.7
H 3.80515 2.28515 -4.91932 -0.2 -0.4 -0.3
H 3.31298 3.69370 -4.38150 -0.4 0.3 -0.1
C 1.31641 1.64491 -0.28436 1.0 -0.5 -0.4
C 0.34897 0.57710 -0.80792 0.3 1.2 1.1
C -0.68378 0.24654 0.25219 -1.0 -0.2 -0.5
O -1.54332 -0.76060 -0.33818 -0.1 -0.1 0.8
C -2.61986 -1.15834 0.52576 -0.1 0.9 0.0
N -0.26489 1.04151 -2.02672 -1.1 -0.4 -0.3
H 2.10185 1.74753 -1.03314 0.6 -0.4 0.2
H 1.70621 1.37089 0.69598 0.3 0.0 -0.1
H 1.02213 2.69283 -0.22653 -1.2 -0.2 0.1
H 0.78022 -0.38518 -1.08384 0.9 0.0 0.4
H -1.31961 1.10260 0.47801 0.0 0.4 0.0
H -0.23295 -0.08090 1.18901 0.1 -0.3 0.1
H -3.10301 -2.08576 0.21824 0.6 -0.2 -0.2
H -3.43748 -0.43918 0.47666 0.1 0.4 0.2
H -2.23910 -1.21705 1.54541 -0.2 -0.2 0.2
H -0.57757 1.99629 -1.92306 0.2 0.4 0.1
H -1.13923 0.55380 -1.89344 -0.8 -0.3 -1.3
C -0.18978 -6.25826 -0.08568 -0.5 -0.9 0.4
C -1.63009 -6.41824 0.44279 0.8 -0.5 -0.5
C -1.73992 -7.58793 1.51823 0.6 0.6 0.4
O -1.21440 -8.93225 1.25214 -0.7 3.0 0.7
C -1.68939 -9.47140 0.07807 0.0 -1.2 -0.4
N -2.13790 -5.13502 0.92382 -1.0 -0.5 1.1
H 0.45763 -6.33239 0.78809 0.3 -0.2 -0.1
H 0.05043 -5.31865 -0.58320 -0.5 0.0 0.0
H -0.04482 -7.09513 -0.76886 0.6 0.0 0.0
H -2.31039 -6.66764 -0.37152 0.1 -0.2 -0.3
H -2.78301 -7.58796 1.83454 -0.3 -0.6 -0.1
H -1.18264 -7.30237 2.41042 0.1 0.2 -0.1
H -1.18390 -10.43710 0.07456 0.1 0.0 -0.8
H -1.47715 -8.84316 -0.78701 0.2 -0.2 -0.2
H -2.75366 -9.70668 0.08520 -0.4 0.3 0.2
H -1.63807 -4.83966 1.75028 0.5 -0.3 0.2
H -1.93243 -4.42321 0.23736 0.1 0.1 -0.4
C 2.21686 7.32142 2.35955 0.7 0.1 0.4
C 2.10598 5.91405 2.97658 -0.7 0.9 -0.3
C 2.81631 5.86130 4.32884 0.2 -0.7 -0.3
O 2.77339 4.58019 4.97942 0.1 0.7 0.9
C 3.10381 4.69159 6.39445 -0.8 -0.6 -0.3
N 0.65188 5.71492 3.14859 0.4 -0.8 0.4
H 1.67269 8.08302 2.91808 -0.2 -0.2 0.3
H 1.82380 7.35672 1.34350 0.1 -0.2 0.0
H 3.25837 7.64273 2.37103 0.1 0.1 -0.3
H 2.49055 5.23475 2.21583 0.0 -0.4 0.3
H 2.23337 6.55912 4.92993 0.4 0.4 0.4
H 3.86401 6.13490 4.20400 0.1 0.4 0.2
H 2.60550 5.51008 6.91392 -0.1 0.5 -0.5
H 4.16132 4.74741 6.65263 0.2 -0.1 -0.6
H 2.67206 3.81934 6.88524 0.2 -0.3 -0.2
H 0.42803 6.21584 3.99656 -0.4 0.8 0.0
H 0.51536 4.77835 3.50116 -0.1 -0.8 -0.3
C -5.99889 -5.00477 -4.06674 0.3 -0.9 0.5
C -7.30682 -4.32009 -4.25105 -1.1 0.5 0.3
O -7.47738 -3.61627 -5.47518 0.6 -1.3 0.3
O -4.90457 -4.12962 -3.92282 0.3 0.4 -0.6
H -5.88537 -5.74516 -4.85860 0.4 0.2 -0.5
H -5.93918 -5.61906 -3.16831 -0.6 0.1 0.3
H -7.48713 -3.61102 -3.44310 0.2 0.1 0.4
H -8.08794 -5.06963 -4.12405 -0.2 -0.2 -0.3
H -7.38898 -2.68871 -5.24406 -0.4 0.9 -0.3
H -4.74894 -3.79159 -4.80776 0.3 0.4 -0.2
C -2.44547 3.91359 -0.16927 -0.3 0.8 1.2
C -1.69381 4.35154 1.04994 0.4 0.6 1.1
O -0.89473 5.48283 0.78913 -0.4 0.3 -1.7
O -1.57436 3.46408 -1.14359 0.4 -0.9 -0.9
H -3.04214 4.73440 -0.56721 -0.3 0.1 0.1
H -3.09180 3.13292 0.23187 -0.2 -0.4 -0.7
H -1.05161 3.53756 1.38627 0.1 -0.4 0.0
H -2.38873 4.57151 1.86037 -0.3 0.0 0.1
H -0.32914 5.71944 1.52786 0.2 -0.2 0.9
H -0.95753 4.17785 -1.32150 0.0 0.4 -0.1
C -5.69288 2.48045 1.90737 0.7 0.8 1.1
C -5.93726 1.24469 2.75054 -0.6 -0.1 0.1
O -4.75364 0.50497 2.90123 0.7 0.3 -0.6
O -4.65802 3.27145 2.52720 -0.4 -0.3 -0.3
H -6.57171 3.12520 1.91476 -0.2 -0.2 -0.2
H -5.39029 2.26714 0.88217 -0.1 -0.3 0.0
H -6.74678 0.68170 2.28597 0.0 -0.4 -0.1
H -6.25519 1.47520 3.76734 -0.4 0.7 0.0
H -4.93694 -0.41476 3.10642 0.1 -0.4 -0.2
H -4.07116 2.60289 2.88809 0.5 0.0 0.2
C -2.48885 7.25120 -2.15480 -1.5 -0.7 -0.6
C -3.41211 8.23835 -2.90506 2.5 -0.6 -0.8
O -2.54584 8.83269 -3.93379 -1.3 -0.2 0.9
O -2.24920 6.01824 -2.90014 0.4 1.1 0.4
H -3.05793 6.96945 -1.26888 0.4 0.1 0.5
H -1.52765 7.69985 -1.90402 -0.1 -0.2 -0.1
H -3.82658 8.98437 -2.22701 0.0 0.1 0.0
H -4.18961 7.63957 -3.37948 -0.3 0.2 0.0
H -3.10103 9.45416 -4.41037 0.1 0.2 -0.3
H -3.07250 5.72098 -3.29437 -0.1 0.0 0.0
C -5.68677 -6.83177 3.54104 -1.3 0.8 -1.9
C -5.39590 -6.22282 2.08994 -0.5 -2.3 1.6
O -4.57689 -5.17520 2.34635 0.9 2.2 0.3
O -6.43081 -5.80064 4.25145 1.1 -1.5 -0.1
H -4.76409 -7.13241 4.03738 0.1 0.6 0.1
H -6.26333 -7.75168 3.44383 -0.4 0.0 0.1
H -6.27756 -5.91446 1.52808 -0.7 0.1 0.4
H -4.93611 -6.94636 1.41675 0.3 -0.4 0.1
H -3.82632 -5.20313 1.74846 1.2 0.2 -0.6
H -6.83900 -5.30926 3.53484 -0.5 0.6 0.1
C 2.20362 -0.62739 -3.95752 -0.1 -1.8 0.7
C 3.13174 -0.91116 -5.17396 -2.4 0.0 1.4
O 3.72330 0.28044 -5.47733 1.5 1.4 -1.4
O 0.95565 -0.07159 -4.27979 0.3 -0.4 -2.1
H 2.60599 -0.02244 -3.14498 1.0 0.1 -0.3
H 2.07362 -1.61984 -3.52593 -0.4 -0.4 0.4
H 2.47619 -1.21633 -5.98958 -0.2 -0.3 -0.1
H 3.82962 -1.73587 -5.02929 0.2 0.3 0.5
H 3.15800 0.67252 -6.14687 0.2 0.5 -0.1
H 0.48308 0.21602 -3.49522 -0.2 0.6 0.9
C -5.86407 -2.50668 4.06123 -1.6 0.9 1.1
C -7.33798 -2.50825 3.50959 1.8 0.9 0.8
O -7.54370 -3.59693 2.72380 -0.9 -2.0 -1.1
O -4.85747 -2.36367 3.10877 0.2 0.5 -0.3
H -5.65703 -3.33608 4.73748 -0.3 -0.2 -0.2
H -5.86550 -1.59681 4.66144 0.4 0.2 0.4
H -7.47367 -1.63036 2.87794 0.1 0.6 0.2
H -8.08974 -2.45468 4.29703 0.2 -0.2 0.3
H -7.05662 -3.39009 1.92282 0.4 -0.3 -0.6
H -4.49567 -3.22368 2.88276 -0.2 -0.5 -0.2
C -1.82041 -3.77409 -2.30462 0.5 -0.5 0.2
C -1.98501 -2.74517 -3.38219 0.4 0.3 0.1
O -2.91255 -1.74687 -2.93305 0.4 0.0 -0.4
O -1.14784 -3.26502 -1.15382 -0.1 -0.6 -0.4
H -1.19276 -4.59567 -2.64982 0.0 -0.1 -0.2
H -2.79025 -4.18565 -2.02511 -0.3 -0.1 0.0
H -2.18603 -3.18130 -4.36070 -0.8 -0.1 0.1
H -1.01152 -2.29032 -3.56532 0.0 0.5 0.3
H -3.79651 -2.04029 -3.16568 -0.2 -0.2 -0.1
H -1.55444 -2.43279 -0.90150 0.3 0.6 -0.2
```
Positions in Å, forces in eV/Å.